Entry 1:
A molecular structure, C14H19FeN2O4PS4. Source: the OMol25 dataset; level of theory: the ωB97M-V functional and the def2-TZVPD basis.

The geometry in XYZ format:
```
45
Properties=species:S:1:pos:R:3
Fe 0.32 -0.44 0.16
C 0.35 -5.25 -4.08
C 0.71 -4.90 -2.66
O 1.20 -3.53 -2.61
P 0.35 -2.41 -1.91
S 1.30 -0.67 -2.03
S -0.12 -2.80 0.01
O -0.98 -2.45 -2.81
C -2.18 -1.77 -2.42
C -3.24 -2.77 -2.02
H 0.10 -6.32 -4.15
H 1.19 -5.05 -4.75
H -0.51 -4.68 -4.42
H 1.51 -5.52 -2.28
H -0.15 -5.00 -1.99
H -2.49 -1.18 -3.29
H -1.97 -1.07 -1.60
H -3.45 -3.46 -2.84
H -4.16 -2.25 -1.76
H -2.91 -3.34 -1.15
O 0.80 3.87 3.44
C 1.42 2.88 4.11
C 1.97 3.19 5.35
C 2.62 2.22 6.09
C 2.73 0.92 5.61
C 2.19 0.61 4.38
C 1.53 1.56 3.61
C 0.97 1.15 2.31
O 1.10 -0.08 1.95
N 0.36 2.07 1.58
N -0.17 1.56 0.41
C -0.63 2.46 -0.39
S -0.44 4.17 -0.07
C -1.45 4.69 -1.48
C -1.29 3.67 -2.59
S -1.50 2.03 -1.84
H 0.45 3.49 2.60
H 1.87 4.20 5.71
H 3.04 2.48 7.05
H 3.24 0.16 6.19
H 2.27 -0.40 3.98
H -1.09 5.67 -1.80
H -2.49 4.77 -1.17
H -0.31 3.73 -3.06
H -2.06 3.78 -3.36
```

## Properties
**Spin multiplicity**: 5
**Energy above the lowest of the compared OMol25 structures with the same formula, charge and spin**: 0.00 kJ/mol
**LUMO energy (alpha / beta)**: 0.14 / -0.05 eV

Formally, the Mulliken partial charges of the atoms, in units of the elementary charge, are as follows: number 1, Fe, carries 0.16; number 2, C, carries -1.07; number 3, C, carries -0.19; number 4, O, carries -0.37; number 5, P, carries 1.32; number 6, S, carries -0.48; number 7, S, carries -0.42; number 8, O, carries -0.28; number 9, C, carries 0.03; number 10, C, carries -1.20; number 11, H, carries 0.37; number 12, H, carries 0.29; number 13, H, carries 0.25; number 14, H, carries 0.36; number 15, H, carries 0.28; number 16, H, carries 0.32; number 17, H, carries 0.01; number 18, H, carries 0.31; number 19, H, carries 0.40; number 20, H, carries 0.25; number 21, O, carries -0.67; number 22, C, carries 0.34; number 23, C, carries -0.66; number 24, C, carries -0.31; number 25, C, carries -0.73; number 26, C, carries -0.57; number 27, C, carries 0.38; number 28, C, carries 1.32; number 29, O, carries -1.18; number 30, N, carries -0.35; number 31, N, carries -0.52; number 32, C, carries 0.37; number 33, S, carries -0.07; number 34, C, carries -0.52; number 35, C, carries -0.65; number 36, S, carries -0.07; number 37, H, carries 0.62; number 38, H, carries 0.41; number 39, H, carries 0.37; number 40, H, carries 0.41; number 41, H, carries 0.38; number 42, H, carries 0.37; number 43, H, carries 0.31; number 44, H, carries 0.31; number 45, H, carries 0.39

=====

Entry 2:
5 unconnected molecules or ions with the total composition C13H37N2O5 in a non-equilibrium geometry. Source: the OMol25 dataset; level of theory: the ωB97M-V functional and the def2-TZVPD basis.

The geometry in XYZ format:
```
57
Properties=species:S:1:pos:R:3
O -1.10 3.92 0.90
H -0.77 4.83 0.93
H -0.63 3.34 0.29
H -2.02 3.85 0.67
O -2.07 2.12 -2.57
H -2.98 2.07 -2.26
H -1.54 2.05 -1.77
H -1.92 2.96 -3.01
O -0.24 2.34 -0.86
H 0.29 1.53 -0.95
C -2.34 -0.69 -1.19
C -3.77 -0.50 -1.67
C -4.62 -1.74 -2.17
O -3.87 -2.35 -3.24
C -4.29 -3.71 -3.32
N -4.46 0.29 -0.63
H -1.73 -0.93 -2.06
H -2.26 -1.35 -0.33
H -1.67 0.09 -0.83
H -3.61 0.03 -2.60
H -5.51 -1.32 -2.64
H -5.10 -2.27 -1.35
H -3.65 -4.39 -3.89
H -5.29 -3.70 -3.75
H -4.52 -4.23 -2.38
H -3.97 0.24 0.25
H -4.43 1.25 -0.96
C 1.94 1.47 3.52
C 2.60 0.82 2.27
C 3.74 0.03 2.79
C 4.46 -0.84 1.76
C 3.50 -1.80 1.01
C 2.16 -1.09 0.65
N 1.65 -0.14 1.64
O 0.49 0.50 1.31
C 2.31 -0.49 -0.84
C 1.09 -2.19 0.47
C 3.18 1.95 1.45
H 2.65 1.99 4.16
H 1.42 0.78 4.18
H 1.04 2.09 3.45
H 4.54 0.66 3.18
H 3.45 -0.63 3.61
H 5.21 -1.44 2.26
H 4.94 -0.14 1.07
H 3.29 -2.79 1.40
H 4.01 -1.95 0.05
H 2.61 -1.31 -1.50
H 1.34 -0.11 -1.14
H 3.11 0.23 -1.00
H 0.25 -1.61 0.09
H 1.32 -2.93 -0.30
H 0.82 -2.68 1.41
H 2.48 2.61 0.94
H 3.91 1.59 0.72
H 3.84 2.52 2.11
H 0.72 1.17 0.67
```

## Properties
**Spin multiplicity**: 2
**Net charge**: +2
**LUMO energy (alpha / beta)**: -6.64 / -9.39 eV

Formally, the Mulliken partial charges of the atoms, in units of the elementary charge, are as follows: number 1, O, carries -0.34; number 2, H, carries 0.45; number 3, H, carries 0.49; number 4, H, carries 0.40; number 5, O, carries -0.29; number 6, H, carries 0.33; number 7, H, carries 0.43; number 8, H, carries 0.47; number 9, O, carries -1.22; number 10, H, carries 0.11; number 11, C, carries -1.15; number 12, C, carries -0.06; number 13, C, carries -1.08; number 14, O, carries -0.31; number 15, C, carries -0.82; number 16, N, carries -0.49; number 17, H, carries 0.53; number 18, H, carries 0.51; number 19, H, carries 0.39; number 20, H, carries 0.25; number 21, H, carries 0.43; number 22, H, carries 0.48; number 23, H, carries 0.28; number 24, H, carries 0.34; number 25, H, carries 0.34; number 26, H, carries 0.30; number 27, H, carries 0.23; number 28, C, carries -1.78; number 29, C, carries 1.49; number 30, C, carries -1.25; number 31, C, carries -0.68; number 32, C, carries -1.10; number 33, C, carries 1.45; number 34, N, carries 0.39; number 35, O, carries -0.21; number 36, C, carries -1.39; number 37, C, carries -1.52; number 38, C, carries -1.47; number 39, H, carries 0.40; number 40, H, carries 0.46; number 41, H, carries 0.31; number 42, H, carries 0.44; number 43, H, carries 0.42; number 44, H, carries 0.42; number 45, H, carries 0.34; number 46, H, carries 0.48; number 47, H, carries 0.33; number 48, H, carries 0.54; number 49, H, carries 0.23; number 50, H, carries 0.31; number 51, H, carries 0.19; number 52, H, carries 0.42; number 53, H, carries 0.46; number 54, H, carries 0.23; number 55, H, carries 0.42; number 56, H, carries 0.49; number 57, H, carries 0.17

=====

Entry 3:
A single C4H6N2O molecule. Source: the OMol25 dataset; level of theory: the ωB97M-V functional and the def2-TZVPD basis.

The geometry in XYZ format:
```
13
Properties=species:S:1:pos:R:3
C -2.39 -0.02 -0.04
C -0.89 -0.06 -0.12
N -0.34 -0.12 -1.37
O 0.92 -0.05 -1.37
C 1.30 0.29 0.32
N 2.50 -0.29 0.67
C 0.02 0.09 0.92
H -2.85 -0.57 -0.87
H -2.73 -0.44 0.91
H -2.74 1.02 -0.10
H 3.31 0.09 0.20
H 2.51 -1.30 0.71
H 1.40 1.37 0.14
```

## Properties
**Energy above the lowest of the compared OMol25 structures with the same formula, charge and spin**: 506.81 kJ/mol
**LUMO energy**: -0.82 eV

Formally, the Mulliken partial charges of the atoms, in units of the elementary charge, are as follows: number 1, C, carries -1.00; number 2, C, carries 0.72; number 3, N, carries -0.13; number 4, O, carries -0.24; number 5, C, carries 0.34; number 6, N, carries -0.47; number 7, C, carries -0.86; number 8, H, carries 0.33; number 9, H, carries 0.31; number 10, H, carries 0.21; number 11, H, carries 0.24; number 12, H, carries 0.24; number 13, H, carries 0.30

=====

Entry 4:
A molecular structure, C2H4ClN3O in a non-equilibrium geometry. Source: the OMol25 dataset; level of theory: the ωB97M-V functional and the def2-TZVPD basis.

The geometry in XYZ format:
```
11
Properties=species:S:1:pos:R:3
C 0.60 -0.45 -0.81
C -0.32 -0.11 0.34
N 1.10 -1.74 -0.49
N 0.72 -2.09 0.63
N -0.07 -1.19 1.17
O -0.59 1.01 1.06
Cl -2.59 -0.41 -0.37
H 0.32 -0.48 -1.89
H 1.18 0.49 -0.82
H -0.42 -1.21 2.08
H -1.36 1.36 0.54
```

## Properties
**Energy above the lowest of the compared OMol25 structures with the same formula, charge and spin**: 139.41 kJ/mol
**LUMO energy**: -0.79 eV

Formally, the Mulliken partial charges of the atoms, in units of the elementary charge, are as follows: number 1, C, carries -0.23; number 2, C, carries 0.13; number 3, N, carries -0.14; number 4, N, carries -0.44; number 5, N, carries 0.34; number 6, O, carries -0.43; number 7, Cl, carries -0.47; number 8, H, carries 0.27; number 9, H, carries 0.26; number 10, H, carries 0.23; number 11, H, carries 0.46